1.
The following is a quantum chemistry calculation of C3H6BrNS in the gas phase at a distorted geometry, from OMol25.

Structure (ORCA input):
```
! wB97M-V def2-TZVPD RIJCOSX def2/J DEFGRID3
* xyz 0 1
C 0.28 -0.10 0.95
C 0.95 -0.10 -0.50
C -0.98 -0.86 1.17
N 0.20 0.78 -1.27
S -0.87 0.42 -2.53
Br -2.59 0.25 1.22
H 1.15 -0.64 1.60
H 0.29 1.01 1.05
H 1.86 0.40 -0.49
H 0.89 -0.99 -1.04
H -0.97 -1.74 0.63
H -0.19 1.58 -0.79
*
```

* highest occupied orbital energy (spin up / spin down): -8.6084 / -8.3597 eV
* LUMO (spin up / spin down): -0.8 / -0.6 eV
* ΔE to the lowest compared entry with this formula, charge and spin: 281.30 kJ/mol

Results of the Mulliken charge analysis, in e, for atoms 1 through 6: number 1, C, carries -0.5026; number 2, C, carries -0.5051; number 3, C, carries -0.5518; number 4, N, carries -0.2836; number 5, S, carries -0.1593; number 6, Br, carries -0.1276


2.
The following is a quantum chemistry calculation of 2 unconnected molecules or ions with the total composition C3H6BrP at a distorted geometry, from OMol25.

Structure (ORCA input):
```
! wB97M-V def2-TZVPD RIJCOSX def2/J DEFGRID3
* xyz 0 1
C 0.55 0.74 0.88
C 1.38 -0.27 0.17
C -0.08 -0.17 -0.06
P -1.51 -1.29 0.07
Br -3.08 0.24 -0.01
H 0.20 0.83 1.82
H 0.85 1.65 0.59
H 1.95 0.18 -0.57
H 1.68 -1.17 0.75
H -0.33 0.66 -2.28
H -1.62 -1.41 -1.37
*
```

* highest occupied orbital energy (spin up / spin down): -8.0886 / -9.6127 eV
* LUMO (spin up / spin down): -0.6 / -0.2 eV
* ΔE to the lowest compared entry with this formula, charge and spin: 454.56 kJ/mol

Results of the Mulliken charge analysis, in e, for atoms 1 through 6: number 1, C, carries -0.6194; number 2, C, carries -0.2750; number 3, C, carries -0.0125; number 4, P, carries -0.0481; number 5, Br, carries -0.1647; number 6, H, carries 0.3140


3.
The following is a quantum chemistry calculation of C3H6Cl2 in the gas phase at a distorted geometry, from OMol25.

Structure (ORCA input):
```
! wB97M-V def2-TZVPD RIJCOSX def2/J DEFGRID3
* xyz 0 1
C 1.10 0.44 0.56
C -0.26 0.53 -0.18
Cl 0.12 0.89 -2.03
C -1.02 -0.79 -0.21
Cl 0.14 -2.22 -0.32
H 1.89 0.99 0.03
H 0.76 1.04 1.45
H 1.30 -0.59 0.66
H -0.72 1.38 0.14
H -1.48 -0.83 0.80
H -1.82 -0.84 -0.90
*
```

* highest occupied orbital energy: -10.5472 eV
* LUMO: 0.9 eV
* SMILES string: C[C@@H](Cl)CCl
* ΔE to the lowest compared entry with this formula, charge and spin: 89.20 kJ/mol

Results of the Mulliken charge analysis, in e, for atoms 1 through 6: number 1, C, carries -0.8952; number 2, C, carries -0.1747; number 3, Cl, carries -0.2522; number 4, C, carries -0.4968; number 5, Cl, carries -0.2082; number 6, H, carries 0.3125


4.
The following is a quantum chemistry calculation of a molecular structure, C3H6Cl2N2 at a distorted geometry, from OMol25.

Structure (ORCA input):
```
! wB97M-V def2-TZVPD RIJCOSX def2/J DEFGRID3
* xyz 0 1
C -1.72 0.53 -0.42
C 0.85 -0.62 1.01
C 1.69 0.05 -0.07
H -1.03 1.53 0.40
H -3.06 0.20 0.12
H -1.68 0.63 -1.83
H -1.46 -1.39 -0.42
H 1.43 -0.60 1.89
H 1.22 -0.13 -1.02
N -0.84 -0.64 -0.49
N -0.40 -0.81 0.91
Cl 1.69 1.93 0.19
Cl 3.30 -0.71 -0.27
*
```

* highest occupied orbital energy: -9.5409 eV
* LUMO: 0.1 eV
* ΔE to the lowest compared entry with this formula, charge and spin: 467.92 kJ/mol

Results of the Mulliken charge analysis, in e, for atoms 1 through 6: number 1, C, carries -0.5486; number 2, C, carries -0.1207; number 3, C, carries 0.0971; number 4, H, carries 0.2028; number 5, H, carries 0.2414; number 6, H, carries 0.2262


5.
The following is a quantum chemistry calculation of 2 unconnected molecules or ions with the total composition C3H6Cl2NO3P at a distorted geometry, from OMol25.

Structure (ORCA input):
```
! wB97M-V def2-TZVPD RIJCOSX def2/J DEFGRID3
* xyz -2 1
C -0.85 1.25 -0.15
C 1.13 0.49 -1.51
C 0.43 0.79 -0.23
N 1.35 0.41 1.06
O -0.47 0.55 3.12
O 0.01 -1.61 1.84
O 1.79 -0.76 3.39
P 0.64 -0.27 2.59
Cl -8.21 -4.68 -8.05
Cl 2.51 1.72 1.26
H -1.51 1.40 -1.06
H -1.30 1.68 0.78
H 0.60 -2.40 2.11
H 1.68 -0.39 -1.35
H 1.81 1.31 -1.57
H 0.38 0.53 -2.24
*
```

* highest occupied orbital energy: -2.3640 eV
* LUMO: 4.5 eV
* ΔE to the lowest compared entry with this formula, charge and spin: 143.56 kJ/mol

Results of the Mulliken charge analysis, in e, for atoms 1 through 6: number 1, C, carries -0.7770; number 2, C, carries -1.2501; number 3, C, carries 0.5981; number 4, N, carries -0.0102; number 5, O, carries -0.6973; number 6, O, carries -0.5553


6.
The following is a quantum chemistry calculation of 2 unconnected molecules or ions with the total composition C3H6Cl2O2 at a distorted geometry, from OMol25.

Structure (ORCA input):
```
! wB97M-V def2-TZVPD RIJCOSX def2/J DEFGRID3
* xyz 0 1
C 1.48 1.44 0.30
C 0.54 0.51 0.33
O 0.58 -0.65 1.04
C -0.90 0.62 -0.25
O -1.56 1.81 -0.18
Cl -0.79 -0.01 -1.95
H 2.39 1.17 0.91
H 1.60 2.30 -0.28
H 1.37 -0.98 1.40
H -1.53 -0.12 0.29
H -1.16 2.51 -0.65
Cl -1.48 -4.15 -0.11
H -0.53 -4.45 -0.85
*
```

* highest occupied orbital energy: -9.4127 eV
* LUMO: 0.6 eV
* SMILES string: C=C(O)[C@@H](O)Cl.Cl
* ΔE to the lowest compared entry with this formula, charge and spin: 166.50 kJ/mol

Results of the Mulliken charge analysis, in e, for atoms 1 through 6: number 1, C, carries -1.0029; number 2, C, carries 0.6284; number 3, O, carries -0.4527; number 4, C, carries 0.0620; number 5, O, carries -0.4706; number 6, Cl, carries -0.2068


7.
The following is a quantum chemistry calculation of C3H6Cl2O2 in the gas phase at a distorted geometry, from OMol25.

Structure (ORCA input):
```
! wB97M-V def2-TZVPD RIJCOSX def2/J DEFGRID3
* xyz 0 1
C -0.26 1.57 0.71
O -1.02 0.42 1.05
C -1.85 -0.02 0.07
Cl -2.86 -1.39 0.64
Cl -2.84 1.28 -0.54
O -0.95 -0.55 -1.12
C -0.01 -1.55 -0.66
H -0.08 1.75 -0.37
H 0.69 1.28 1.24
H -0.74 2.44 1.05
H -0.20 -1.65 0.36
H 1.05 -1.10 -0.85
H -0.02 -2.47 -1.13
*
```

* highest occupied orbital energy: -10.4244 eV
* LUMO: 0.8 eV
* SMILES string: COC(Cl)(Cl)OC
* ΔE to the lowest compared entry with this formula, charge and spin: 232.47 kJ/mol

Results of the Mulliken charge analysis, in e, for atoms 1 through 6: number 1, C, carries -0.7777; number 2, O, carries -0.2843; number 3, C, carries 0.5405; number 4, Cl, carries -0.1283; number 5, Cl, carries -0.1382; number 6, O, carries -0.3604


8.
The following is a quantum chemistry calculation of C3H6Cl2Si in the gas phase at a distorted geometry, from OMol25.

Structure (ORCA input):
```
! wB97M-V def2-TZVPD RIJCOSX def2/J DEFGRID3
* xyz 0 1
C -1.63 1.76 -0.62
C -1.09 1.36 0.45
Si 0.35 -0.15 0.36
C 1.21 -1.87 -0.42
Cl 0.09 -0.92 2.31
Cl 2.07 1.06 0.40
H -1.44 1.10 -1.46
H -2.56 2.40 -0.85
H -1.20 1.86 1.49
H 0.51 -2.75 -0.41
H 2.15 -2.05 0.15
H 1.55 -1.81 -1.41
*
```

* highest occupied orbital energy: -10.2712 eV
* LUMO: -0.3 eV
* SMILES string: C=C[Si](C)(Cl)Cl
* ΔE to the lowest compared entry with this formula, charge and spin: 196.43 kJ/mol

Results of the Mulliken charge analysis, in e, for atoms 1 through 6: number 1, C, carries -0.4803; number 2, C, carries -0.2507; number 3, Si, carries 0.7846; number 4, C, carries -1.0264; number 5, Cl, carries -0.2959; number 6, Cl, carries -0.2832


9.
The following is a quantum chemistry calculation of a gas-phase ion, C3H6Cl3N2 (charge +1) at a distorted geometry, from OMol25.

Structure (ORCA input):
```
! wB97M-V def2-TZVPD RIJCOSX def2/J DEFGRID3
* xyz 1 1
C 1.84 -0.65 0.17
N 0.41 -0.78 -0.01
C -0.38 0.22 0.02
N 0.17 1.37 -0.18
C -1.90 -0.07 -0.08
Cl -2.63 1.22 0.86
Cl -2.25 -1.68 0.47
Cl -2.53 0.06 -1.83
H 2.10 -0.10 1.13
H 2.22 -0.06 -0.70
H 2.40 -1.64 0.13
H 0.05 -1.80 0.11
H -0.48 2.14 -0.13
H 0.99 1.76 0.04
*
```

* highest occupied orbital energy: -15.2720 eV
* LUMO: -4.5 eV
* SMILES string: C/[NH+]=C(\N)C(Cl)(Cl)Cl
* ΔE to the lowest compared entry with this formula, charge and spin: 29.86 kJ/mol

Results of the Mulliken charge analysis, in e, for atoms 1 through 6: number 1, C, carries -0.9556; number 2, N, carries -0.0855; number 3, C, carries 0.4085; number 4, N, carries -0.3421; number 5, C, carries 0.4839; number 6, Cl, carries -0.0927


10.
The following is a quantum chemistry calculation of C3H6ClFS in the gas phase at a distorted geometry, from OMol25.

Structure (ORCA input):
```
! wB97M-V def2-TZVPD RIJCOSX def2/J DEFGRID3
* xyz 0 1
F -0.19 2.06 -0.76
C 0.18 1.30 0.33
C 0.24 -0.24 0.23
S 1.91 -0.75 -0.36
C -0.84 -0.78 -0.71
Cl -2.46 -0.55 -0.12
H -0.64 1.58 1.14
H 1.09 1.79 0.81
H 0.11 -0.59 1.37
H 2.06 -1.67 0.63
H -0.86 -0.32 -1.69
H -0.60 -1.83 -0.88
*
```

* highest occupied orbital energy: -9.6301 eV
* LUMO: 0.6 eV
* SMILES string: FC[C@H](S)CCl
* ΔE to the lowest compared entry with this formula, charge and spin: 67.87 kJ/mol

Results of the Mulliken charge analysis, in e, for atoms 1 through 6: number 1, F, carries -0.2798; number 2, C, carries -0.5425; number 3, C, carries -0.0089; number 4, S, carries -0.1757; number 5, C, carries -0.5632; number 6, Cl, carries -0.1804


11.
The following is a quantum chemistry calculation of a molecular structure, C3H6ClN at a distorted geometry, from OMol25.

Structure (ORCA input):
```
! wB97M-V def2-TZVPD RIJCOSX def2/J DEFGRID3
* xyz 0 1
C -1.35 0.45 -0.30
C 0.57 0.35 -0.62
C 1.29 -0.15 0.63
N -2.52 -0.22 -0.13
Cl -2.59 -1.91 -0.21
H 0.79 -0.44 -1.42
H -1.39 1.45 0.13
H 0.79 1.39 -0.84
H 0.84 -1.09 1.10
H 1.32 0.53 1.40
H 2.24 -0.38 0.25
*
```

* highest occupied orbital energy: -9.4183 eV
* LUMO: 0.6 eV
* ΔE to the lowest compared entry with this formula, charge and spin: 293.06 kJ/mol

Results of the Mulliken charge analysis, in e, for atoms 1 through 6: number 1, C, carries -0.0569; number 2, C, carries -0.3859; number 3, C, carries -0.9282; number 4, N, carries -0.2744; number 5, Cl, carries -0.0967; number 6, H, carries 0.2817


12.
The following is a quantum chemistry calculation of C3H6ClN in the gas phase at a distorted geometry, from OMol25.

Structure (ORCA input):
```
! wB97M-V def2-TZVPD RIJCOSX def2/J DEFGRID3
* xyz 0 1
Cl 0.25 -2.08 1.86
C 0.81 -0.97 0.55
C -0.09 0.29 0.45
C -0.93 0.38 -0.81
N 0.34 0.94 -0.83
H 1.84 -0.75 0.81
H 0.70 -1.40 -0.40
H -0.32 0.98 1.26
H -1.81 1.06 -0.64
H -1.12 -0.45 -1.49
H 0.32 2.00 -0.76
*
```

* highest occupied orbital energy: -10.0122 eV
* LUMO: 1.1 eV
* SMILES string: ClC[C@@H]1CN1
* ΔE to the lowest compared entry with this formula, charge and spin: 69.20 kJ/mol

Results of the Mulliken charge analysis, in e, for atoms 1 through 6: number 1, Cl, carries -0.2245; number 2, C, carries -0.4279; number 3, C, carries -0.0990; number 4, C, carries -0.3839; number 5, N, carries -0.5362; number 6, H, carries 0.3083